Entry 1:
ORCA calculation (ωB97M-V/def2-TZVPD) on a structure of composition C12H24ClCoIO10.

```
49
Properties=species:S:1:pos:R:3:forces:R:3
Co 23.79219 29.14133 -15.98205 -0.5 -0.9 0.1
I 23.17292 27.95594 -18.44608 0.0 0.2 0.2
Cl 23.38146 27.39743 -14.40857 0.0 0.3 -0.3
C 28.44945 28.97701 -16.61037 0.5 0.7 0.1
O 27.83653 27.69811 -16.60471 0.0 -0.2 -0.2
C 26.50707 27.67370 -16.48238 0.2 -0.3 0.0
O 25.84275 28.65593 -16.24706 0.1 0.7 0.2
O 25.98612 26.49411 -16.60815 -0.3 -0.3 -0.2
C 26.72812 25.42153 -17.21045 -0.1 0.0 -0.1
H 27.93744 29.66326 -15.93863 -0.1 0.0 -0.1
H 28.48691 29.40186 -17.61517 -0.3 -0.1 0.0
H 29.47950 28.86814 -16.27609 -0.1 -0.3 0.1
H 25.98345 24.72759 -17.58577 -0.1 0.0 0.2
H 27.36081 24.95079 -16.46386 0.1 0.0 0.0
H 27.30655 25.78189 -18.05722 0.1 0.0 0.1
C 19.28438 30.72712 -13.37378 -0.4 -0.2 -0.2
O 20.57832 30.44374 -13.90409 0.3 0.3 0.1
C 20.70300 30.01101 -15.14929 -0.5 -0.4 0.1
O 21.75390 30.01902 -15.72514 0.8 0.2 -0.3
O 19.57235 29.56822 -15.67040 -0.2 0.2 -0.2
C 19.67388 29.14043 -17.04750 0.0 -0.3 -0.2
H 18.58419 29.91578 -13.56279 0.1 -0.1 0.2
H 18.86364 31.62230 -13.83598 0.2 0.1 0.1
H 19.44130 30.86689 -12.31144 -0.1 0.1 0.1
H 20.27104 28.23299 -17.12425 0.1 0.1 0.1
H 20.12714 29.91729 -17.65756 0.0 0.0 0.1
H 18.66326 28.92824 -17.38251 -0.1 0.1 0.2
C 23.90242 33.41876 -15.99003 -0.1 -0.1 0.4
O 24.65961 33.18127 -17.17799 0.1 0.1 -0.1
C 24.83812 31.91313 -17.52421 -0.3 0.2 0.0
O 24.34357 30.97817 -16.94243 0.1 -0.1 0.0
O 25.59771 31.86681 -18.59458 0.1 0.4 0.1
C 25.75122 30.59437 -19.22063 0.3 -0.4 -0.4
H 23.16630 32.63382 -15.81705 0.1 0.0 -0.1
H 23.41154 34.37883 -16.11030 0.1 0.1 -0.1
H 24.57577 33.45905 -15.13175 0.0 0.0 -0.1
H 24.97415 30.46822 -19.96955 -0.1 -0.1 0.1
H 25.71181 29.78957 -18.49817 -0.1 -0.1 0.1
H 26.72014 30.60434 -19.71817 0.0 0.1 0.1
C 23.91360 31.85333 -12.38926 0.1 0.2 -0.3
C 24.35432 30.60266 -13.10279 -0.4 -0.6 -0.1
O 24.08098 30.41081 -14.27097 0.3 0.9 -0.1
C 24.95653 29.50739 -12.28881 0.3 -0.1 0.5
H 22.82079 31.83463 -12.38700 0.0 -0.1 0.4
H 24.16246 32.78045 -12.90838 0.2 -0.2 -0.2
H 24.36159 31.87698 -11.40085 -0.4 0.1 0.2
H 25.38026 29.84729 -11.34212 0.1 0.1 -0.2
H 25.68534 28.94534 -12.86506 0.0 -0.1 -0.1
H 24.15280 28.80859 -12.03642 0.0 0.0 -0.2
```
Positions in Å, forces in eV/Å.

Output
ΔE to the lowest compared entry with this formula, charge and spin = 0.206 eV
multiplicity = 4
orbital gap (alpha / beta) = 7.70 / 7.69 eV
expectation value of S² = 3.756

These are the natural (NBO) partial charges, in e, on atoms 1 to 2: number 1, Co, carries 1.467; number 2, I, carries -0.795

***

Entry 2:
ORCA calculation (ωB97M-V/def2-TZVPD) on the molecule C7H11ClSi.

```
20
Properties=species:S:1:pos:R:3:forces:R:3
C -2.43523 0.29834 -1.57238 -6.4 -0.9 2.4
C -1.11555 0.50632 -1.43733 4.2 0.6 0.7
C -3.03015 0.17354 -0.26663 -2.4 -0.1 -6.2
C -0.71475 0.44753 -0.01167 1.5 0.0 -0.1
C -2.08846 0.25652 0.68467 4.9 -0.2 2.2
C 2.58891 0.69528 -0.33258 -0.4 -0.3 -0.1
C 1.27331 -1.23672 1.68573 0.2 -0.1 -0.6
Si 1.18390 -0.55384 -0.10628 -1.8 1.0 2.2
Cl 2.87262 -1.97311 2.01931 0.3 -0.2 0.1
H -2.98919 0.25762 -2.49369 -0.1 0.0 -0.1
H -0.41234 0.64849 -2.23758 0.1 0.1 -0.2
H -4.08959 0.07215 -0.10686 -0.1 -0.1 0.0
H -0.33780 1.41831 0.32056 0.5 0.3 0.2
H -2.19842 0.23657 1.75104 -0.1 0.0 0.2
H 2.51936 1.23769 -1.27115 0.0 0.1 -0.2
H 2.59985 1.42493 0.47650 -0.1 0.0 0.1
H 3.54830 0.18304 -0.31671 0.1 -0.1 0.0
H 1.14502 -0.45437 2.42967 -0.1 0.1 -0.1
H 0.53358 -2.00961 1.87685 -0.1 0.0 -0.1
H 1.14663 -1.62868 -1.09147 0.1 -0.2 -0.3
```
Positions in Å, forces in eV/Å.

Output
ΔE to the lowest compared entry with this formula, charge and spin = 0.000 eV
multiplicity = 3
orbital gap (alpha / beta) = 5.85 / 7.45 eV
expectation value of S² = 2.008

These are the natural (NBO) partial charges, in e, on atoms 1 to 2: number 1, C, carries -0.223; number 2, C, carries -0.142

***

Entry 3:
ORCA calculation (ωB97M-V/def2-TZVPD) on a structure of composition C28H30Br4N5O2PtSb.

```
71
Properties=species:S:1:pos:R:3:forces:R:3
Pt 0.00222 0.42998 0.00074 0.0 0.2 0.1
C 2.37257 2.84271 0.38013 0.0 0.0 0.0
N 0.96194 3.15366 0.34916 0.0 0.0 0.0
C 0.44789 3.82245 -0.82737 0.0 0.0 0.0
C -0.13449 2.88271 -1.84477 0.1 0.0 -0.1
N -0.22521 1.57596 -1.75248 -0.2 0.0 0.2
C -0.85344 1.12861 -2.91556 0.1 0.0 0.0
C -1.19172 -0.15853 -3.32126 0.0 0.0 0.0
C -1.80748 -0.28732 -4.54955 0.0 0.0 0.0
C -2.07459 0.83003 -5.35720 0.0 0.0 0.0
C -1.73470 2.10912 -4.96416 0.0 0.0 0.0
C -1.11992 2.22951 -3.72388 0.0 0.0 0.0
N -0.64394 3.32538 -3.01304 0.0 0.0 0.0
C 2.73406 1.50211 -0.19680 -0.1 0.0 0.0
N 1.96476 0.43492 -0.31784 0.1 0.0 -0.1
C 2.75150 -0.58201 -0.87407 0.0 0.1 0.1
C 2.44744 -1.89411 -1.21966 0.1 0.0 0.0
C 3.47146 -2.66429 -1.73124 0.0 0.0 0.0
C 4.76572 -2.14866 -1.90296 0.0 0.0 0.0
C 5.07380 -0.84625 -1.57185 0.0 0.0 0.0
C 4.03642 -0.07775 -1.05645 0.0 -0.1 0.0
N 3.98038 1.23874 -0.62595 0.0 0.0 0.0
H 2.70354 2.84760 1.42159 0.0 0.0 0.0
H 2.97937 3.59562 -0.14095 0.0 0.0 0.0
H 0.67694 3.62177 1.19344 0.0 0.0 0.0
H 1.21263 4.43532 -1.32339 0.0 0.0 0.0
H -0.34729 4.50610 -0.52250 0.0 0.0 0.0
H -0.97319 -1.01699 -2.69824 0.0 0.0 0.0
H -2.08527 -1.26941 -4.90689 0.0 0.0 0.0
H -2.55402 0.68264 -6.31500 0.0 0.0 0.0
H -1.93570 2.96583 -5.59281 0.0 0.0 0.0
H -0.65654 4.28472 -3.31935 0.0 0.0 0.0
H 1.45170 -2.28515 -1.10401 -0.2 -0.1 0.0
H 3.27488 -3.68918 -2.01512 0.0 0.0 0.0
H 5.53717 -2.78762 -2.30962 0.0 0.0 0.0
H 6.06974 -0.44765 -1.70805 0.0 0.0 0.0
H 4.74154 1.89887 -0.62912 0.0 0.0 0.0
Br -7.09375 1.67013 0.02287 0.0 0.0 0.0
C -5.57324 0.72751 0.49623 0.0 0.0 0.0
C -5.73769 -0.51507 1.30635 0.0 0.0 0.0
Br -7.45052 -1.03324 1.80454 0.0 0.0 0.0
C -4.67274 -1.25335 1.67634 0.1 0.0 0.0
Br -4.77206 -2.81330 2.68496 0.0 0.0 0.0
C -3.31619 -0.83458 1.30163 -0.1 0.0 0.1
O -2.31177 -1.41303 1.63310 -0.4 0.3 0.1
C -3.16788 0.43031 0.44737 -0.2 -0.1 0.0
O -2.06316 0.78616 0.06744 0.3 -0.1 0.1
C -4.35570 1.17247 0.09782 0.0 0.0 0.0
Br -4.09555 2.70900 -0.93892 0.0 0.0 0.0
C 2.72304 -2.11218 3.74790 0.0 0.0 0.0
C 2.46174 -1.12956 2.60802 0.0 0.0 0.0
Sb 0.40206 -1.06488 2.05101 0.0 -0.2 -0.2
C 0.00354 -3.12506 1.63848 0.1 0.0 0.1
C -0.89484 -3.42476 0.43616 0.0 -0.1 0.0
C -0.54645 -0.63151 3.91036 0.0 0.1 -0.1
C -1.16713 0.75792 3.99808 0.0 0.0 0.0
H 3.79247 -2.18272 3.94670 0.0 0.0 0.0
H 2.37156 -3.11719 3.51111 0.0 0.0 0.0
H 2.24351 -1.79982 4.67519 0.0 0.0 0.0
H 3.01723 -1.41240 1.71153 0.0 0.0 0.0
H 2.77209 -0.11873 2.88089 0.0 0.0 0.0
H -0.43736 -3.53656 2.54692 0.1 0.0 0.0
H 0.99066 -3.57905 1.53551 0.0 0.0 -0.1
H -1.94104 -3.46539 0.73457 0.1 -0.1 0.0
H -0.64055 -4.39285 0.00414 0.0 0.0 0.0
H -0.82011 -2.67402 -0.35017 0.1 0.1 -0.1
H 0.22862 -0.75037 4.66731 0.0 0.0 0.0
H -1.28201 -1.42083 4.06344 0.0 0.0 0.0
H -0.43984 1.54142 3.77713 0.0 0.0 0.0
H -1.54479 0.93947 5.00448 0.0 0.0 0.0
H -2.00238 0.87663 3.30763 0.0 0.0 -0.1
```
Positions in Å, forces in eV/Å.

Output
ΔE to the lowest compared entry with this formula, charge and spin = 0.238 eV
orbital gap = 6.10 eV
net charge = +2

These are the Mulliken partial charges, in e, on atoms 1 to 2: number 1, Pt, carries 0.693; number 2, C, carries -1.373

***

Entry 4:
ORCA calculation (ωB97M-V/def2-TZVPD) on a structure of composition C11H15N2O5S2.

```
35
Properties=species:S:1:pos:R:3:forces:R:3
C 5.53984 -0.72044 0.61580 -0.1 -0.1 -0.1
C 4.28123 -0.66387 -0.21152 0.1 0.1 0.2
C 4.05802 -1.56631 -1.23480 -0.1 -0.2 -0.2
C 2.88338 -1.50961 -1.97853 0.0 0.0 0.0
C 1.92205 -0.55580 -1.70068 0.0 -0.2 -0.2
C 2.12559 0.35643 -0.67316 0.0 0.2 0.2
C 1.08842 1.40033 -0.35684 0.4 -0.1 -0.3
S -0.48442 0.66543 0.11165 0.2 0.2 0.0
O -1.23473 0.53206 -1.13260 -0.1 -0.1 0.1
O -0.20344 -0.57921 0.79436 -0.1 0.1 0.0
N -1.02378 1.84266 1.02639 -0.1 -0.3 0.0
S -2.32668 1.66089 1.92562 -0.1 0.3 0.1
O -2.18103 0.69714 2.99221 0.1 0.1 -0.1
O -2.77238 2.98600 2.29881 0.1 -0.1 0.0
C -3.59528 1.00481 0.83774 -0.5 -0.3 -0.1
C -3.77227 -0.50655 0.96811 -0.3 0.2 0.1
C -4.71748 -1.16188 -0.02447 -0.2 -0.5 -0.1
N -5.15985 -0.42471 -1.14556 0.2 0.1 0.4
O -5.06550 -2.31806 0.11463 0.3 0.4 -0.2
C 3.30536 0.29288 0.05650 -0.1 0.0 0.0
H 6.15278 -1.57109 0.31457 0.0 0.0 0.0
H 6.13173 0.18821 0.49967 0.0 0.0 0.0
H 5.29435 -0.83911 1.67258 0.1 0.1 0.0
H 4.79588 -2.33003 -1.45187 0.0 0.0 0.0
H 2.70937 -2.21658 -2.78099 0.0 0.0 0.0
H 1.00197 -0.53548 -2.27274 0.0 0.1 0.1
H 1.41708 2.05440 0.44579 -0.1 -0.1 0.1
H 0.90359 2.00176 -1.24700 -0.2 0.1 0.1
H -3.33559 1.26872 -0.18475 0.2 0.2 0.1
H -4.51034 1.53307 1.11431 0.0 0.0 0.1
H -2.81380 -1.01719 0.84407 0.0 0.0 -0.1
H -4.11723 -0.76103 1.96979 0.1 0.0 0.0
H -4.77319 -0.77711 -2.00953 -0.3 -0.2 -0.1
H -4.98714 0.56440 -1.05802 0.3 0.0 -0.2
H 3.46355 1.00482 0.86048 0.0 0.0 0.0
```
Positions in Å, forces in eV/Å.

Output
ΔE to the lowest compared entry with this formula, charge and spin = 0.000 eV
orbital gap = 8.69 eV
net charge = -1

These are the natural (NBO) partial charges, in e, on atoms 1 to 2: number 1, C, carries -0.625; number 2, C, carries -0.007

***

Entry 5:
ORCA calculation (ωB97M-V/def2-TZVPD) on the molecule C5H5NO.

```
12
Properties=species:S:1:pos:R:3:forces:R:3
O 0.05104 1.74213 -0.56703 0.0 0.1 0.0
C -0.50519 0.46577 -0.24286 -0.1 -0.2 -0.1
C -0.38184 0.05855 1.17467 0.0 0.2 0.2
C -0.43362 -1.41809 0.92650 -0.1 -0.2 0.1
C 0.49301 -0.55588 0.15016 0.2 -0.1 -0.1
C 1.17415 1.38966 -2.77124 -0.5 0.4 1.0
N 0.65325 1.62538 -1.74215 0.5 -0.2 -1.0
H -1.38221 0.24830 -0.85756 0.1 0.0 0.1
H -0.17949 0.63389 2.06620 0.0 -0.1 -0.2
H -1.30105 -1.85398 0.42514 0.1 0.1 0.1
H 0.01717 -2.05455 1.68348 -0.1 0.1 -0.1
H 1.56421 -0.55191 0.00545 -0.2 0.0 0.0
```
Positions in Å, forces in eV/Å.

Output
ΔE to the lowest compared entry with this formula, charge and spin = 5.778 eV
orbital gap = 11.34 eV

These are the natural (NBO) partial charges, in e, on atoms 1 to 2: number 1, O, carries -0.290; number 2, C, carries 0.082

***

Entry 6:
ORCA calculation (ωB97M-V/def2-TZVPD) on the ion C8H10NO2S with charge -1.

```
22
Properties=species:S:1:pos:R:3:forces:R:3
C 2.33862 -0.85267 -3.60142 -1.5 -0.5 2.1
O 1.06057 -0.25455 -3.65480 -1.2 0.1 0.5
S -0.14906 -1.36097 -3.21109 -0.2 0.1 1.2
N 0.07015 -1.84965 -1.54761 0.1 0.5 -3.4
O 0.70987 -2.96599 -1.38427 1.1 -1.6 0.8
C -0.31582 -1.09145 -0.52794 -2.5 1.7 0.6
C -1.06146 0.11467 -0.74670 1.1 -0.7 2.5
C -1.37956 0.95225 0.28123 1.3 1.7 2.6
C -1.00392 0.66923 1.67994 -1.5 -2.1 -3.1
C -1.32100 1.51267 2.86319 -0.2 -0.1 0.6
C -0.59115 -0.68717 1.83756 -0.2 2.8 2.9
C -0.25561 -1.51503 0.80468 0.4 1.0 -0.6
H 2.60859 -1.01381 -2.54800 -0.1 -0.3 0.0
H 2.96392 -0.07731 -3.90809 1.6 0.6 -1.5
H 2.19215 -1.82278 -4.04660 1.1 -0.4 -0.8
H -1.19654 0.47841 -1.68296 -0.4 0.7 -2.8
H -1.66193 2.02028 0.05211 -0.2 -1.3 0.1
H -2.17568 2.20825 2.80460 -0.1 -0.7 -0.3
H -1.49020 0.76978 3.68448 0.2 1.1 -0.2
H -0.51321 2.20827 3.07972 0.5 -0.2 0.5
H -0.46337 -0.93050 2.97025 0.0 -0.3 -2.2
H 0.30135 -2.35343 0.98697 0.9 -2.4 0.4
```
Positions in Å, forces in eV/Å.

Output
ΔE to the lowest compared entry with this formula, charge and spin = 0.017 eV
orbital gap = 5.64 eV
net charge = -1
SMILES = COSN([O-])c1ccc(C)cc1

These are the natural (NBO) partial charges, in e, on atoms 1 to 2: number 1, C, carries -0.272; number 2, O, carries -0.699

***

| no. | energy (eV) |
| --- | --- |
| 1 | -91560.8375 |
| 2 | -27832.8399 |
| 3 | -331009.8507 |
| 4 | -46540.6334 |
| 5 | -8797.6407 |
| 6 | -24875.3386 |